Density functional theory data (the ωB97M-V functional and the def2-TZVPD basis) for 2 unconnected molecules or ions with the total composition C5H11O2 in a non-equilibrium geometry.

Structure (XYZ):
```
18
Properties=species:S:1:pos:R:3:forces:R:3
C 0.173474 0.200446 2.275690 0.832 -0.038 -1.026
C -0.168701 0.488728 0.798204 -0.654 0.826 0.134
C 1.507381 -0.560330 2.408278 0.161 0.071 0.821
H 0.256528 1.156073 2.795072 -0.305 -0.189 0.310
H -0.601272 -0.442883 2.676547 -0.228 0.268 0.497
H -1.205127 0.242983 0.561740 0.199 -0.540 -0.176
H 0.525047 0.048888 0.089499 -0.160 -0.307 -0.079
H 2.200700 -0.356728 1.592907 -0.150 -0.095 -0.154
H 2.057390 -0.307308 3.327059 -0.214 0.109 -0.063
H -0.195599 1.551876 0.536241 0.436 -0.047 0.230
H 1.323890 -1.631492 2.504269 0.109 -0.085 -0.416
C -1.092746 -0.674203 -2.796218 0.714 0.024 0.945
C -0.496728 0.752335 -2.877917 -0.404 0.483 0.325
O -0.851296 1.512618 -1.938613 0.062 -0.011 -0.174
O 0.237046 1.026813 -3.846027 0.157 -0.211 -0.223
H -0.313062 -1.414898 -3.008027 -0.431 -0.024 -0.780
H -2.028193 -0.733504 -3.344987 0.185 -0.303 -0.458
H -1.328730 -0.859422 -1.753720 -0.310 0.071 0.286
```
Forces are in eV/Å.

2S+1: 1
Net charge: -1
E_HOMO, eV: -3.8
Molar mass, u: 103.1
F_max, eV/A: 1.32

Density functional theory data (the ωB97M-V functional and the def2-TZVPD basis) for a molecular structure, C10H4F6N2O6OsS2Se4 in a non-equilibrium geometry.

Structure (XYZ):
```
35
Properties=species:S:1:pos:R:3:forces:R:3
Os 1.390503 -0.045416 1.674024 0.630 -0.788 -1.199
Se 1.238328 0.121502 4.071027 0.010 0.122 1.195
Se 3.290972 -0.026831 5.109371 0.059 -0.054 -0.433
Se 4.715823 -0.649417 3.424466 -0.353 0.159 0.161
Se 3.702327 0.390694 1.528248 0.184 0.233 -0.029
F -1.739518 -1.636354 4.309736 -0.014 0.038 0.028
C -2.597421 -1.716930 3.300340 0.099 -0.056 -0.092
F -3.202925 -2.896976 3.340867 0.037 0.069 0.075
F -3.508358 -0.760822 3.416263 -0.002 0.006 -0.005
S -1.697006 -1.585923 1.643329 0.161 0.042 -0.129
O -0.266210 -1.549557 2.041681 -0.391 0.362 -0.312
O -2.156247 -2.706697 0.910568 -0.140 0.098 0.044
N -2.161912 -0.205840 1.008044 0.150 -0.412 -0.047
S -1.478735 1.094758 1.536754 0.006 0.431 0.628
O -1.207195 1.080206 2.957446 -0.094 -0.035 0.035
O -0.348230 1.557525 0.735939 -0.124 -0.211 0.114
C -2.796963 2.363911 1.328575 0.143 -0.207 -0.336
F -2.951318 2.652524 0.042426 -0.105 0.039 0.019
F -3.934206 1.918218 1.831727 -0.073 0.044 0.029
F -2.405796 3.444217 1.985577 -0.032 0.135 -0.001
O 2.959015 1.456597 -0.820681 -0.016 -0.146 0.140
C 2.166075 0.620020 -1.200594 0.159 0.084 0.199
N 1.503852 -0.295829 -0.369472 -0.407 0.212 -0.194
C 0.603016 -1.030962 -1.173082 -0.116 0.002 -0.041
O -0.188000 -1.842473 -0.777970 0.105 -0.125 0.032
C 0.777840 -0.596059 -2.589261 0.209 0.030 0.097
C 0.176552 -1.038611 -3.746838 -0.102 -0.063 -0.108
C 0.563869 -0.427888 -4.936267 -0.035 -0.038 0.024
C 1.515472 0.589409 -4.949357 0.039 0.039 0.040
C 2.115770 1.025602 -3.771809 0.028 0.094 -0.076
C 1.725351 0.406331 -2.603348 -0.020 -0.084 0.073
H -0.565412 -1.826262 -3.729362 0.017 0.011 0.028
H 0.118682 -0.748306 -5.869696 0.002 0.016 0.017
H 1.789540 1.046758 -5.891685 -0.002 -0.014 0.022
H 2.852455 1.818873 -3.766983 -0.012 -0.037 0.003
```
Forces are in eV/Å.

2S+1: 5
E_HOMO (alpha / beta), eV: -8.8 / -9.3
Molar mass, u: 932.3
F_max, eV/A: 1.57
<S²>: 6.0284

Density functional theory data (the ωB97M-V functional and the def2-TZVPD basis) for a molecular structure, C13H9N2O2S5Sr in a non-equilibrium geometry.

Structure (XYZ):
```
32
Properties=species:S:1:pos:R:3:forces:R:3
Sr -1.263093 -0.845803 0.543182 -1.485 -1.307 0.726
O -8.540665 -0.116002 -0.016227 0.020 0.004 -0.049
C -7.326636 -0.221005 -0.053157 -0.053 0.000 0.086
S -6.209346 1.127814 0.045087 0.133 -0.094 -0.013
C -4.678451 0.220659 -0.043439 -0.471 -0.151 -0.044
C -4.801118 -1.121975 -0.150638 -0.461 0.295 -0.019
S -3.563606 -2.322516 -0.290404 -0.145 -0.632 -0.176
S -6.468671 -1.745936 -0.181801 0.151 0.046 -0.007
S -3.245564 1.187626 -0.009708 0.059 0.389 0.019
S 0.850930 -2.332831 2.249585 -0.209 -0.026 0.434
C 1.479295 -2.447582 0.658039 -0.114 -0.022 -0.002
C 2.825711 -2.813173 0.435469 0.181 -0.013 -0.329
C 3.312201 -2.903362 -0.848362 -0.228 0.068 0.181
C 2.454751 -2.628534 -1.917078 0.100 -0.019 -0.141
C 1.155144 -2.274080 -1.624075 -0.060 0.001 0.062
N 0.662914 -2.182194 -0.387049 0.724 -0.624 -0.455
H 3.452842 -3.008008 1.293656 -0.012 0.005 0.021
H 4.346463 -3.174842 -1.027112 0.015 -0.013 0.005
H 2.792895 -2.678668 -2.943846 -0.021 0.006 0.004
H 0.455203 -2.042368 -2.421793 0.018 -0.006 -0.010
O 0.270990 0.544789 0.270118 1.784 2.205 -0.161
N 1.049039 1.631369 0.416521 0.172 0.116 -0.120
C 1.338794 2.433953 -0.667738 -0.056 -0.037 -0.146
C 2.150935 3.518550 -0.537410 0.008 -0.021 0.099
C 2.727811 3.853878 0.712739 0.080 0.114 0.033
C 2.416931 3.003640 1.805450 -0.006 0.018 -0.133
C 1.602908 1.925239 1.645405 -0.024 -0.142 0.125
H 0.865020 2.136892 -1.590921 -0.024 -0.022 0.032
H 2.342639 4.128167 -1.412355 -0.033 -0.041 -0.032
H 3.369517 4.715833 0.831196 -0.012 -0.014 -0.014
H 2.830972 3.200294 2.786731 -0.041 -0.060 0.034
H 1.343243 1.230172 2.429946 0.012 -0.020 -0.013
```
Forces are in eV/Å.

2S+1: 2
Net charge: -2
E_HOMO (alpha / beta), eV: 0.3 / -0.9
Molar mass, u: 473.2
F_max, eV/A: 2.84
<S²>: 0.7645

Density functional theory data (the ωB97M-V functional and the def2-TZVPD basis) for 3 unconnected molecules or ions with the total composition C16H23N2O8P in a non-equilibrium geometry.

Structure (XYZ):
```
50
Properties=species:S:1:pos:R:3:forces:R:3
N 4.531971 1.477531 1.220195 0.107 -1.000 -2.535
P 3.780933 0.622666 0.023922 1.652 1.757 2.124
C 2.268459 1.540086 -0.703594 -4.584 1.693 -1.824
C 2.309528 3.083995 -1.340832 -3.624 -1.702 -0.037
C 0.930442 3.829507 -1.923908 -0.580 -3.682 1.266
C -0.545420 3.042148 -1.927056 3.841 -2.278 2.037
C -0.543876 1.528093 -1.298708 2.748 0.902 0.410
C 0.801924 0.807883 -0.699786 -0.634 2.963 -1.241
C 0.289799 -0.649613 -0.149977 1.997 -2.798 3.017
O 0.850321 -1.484951 0.732860 -3.319 5.485 -5.889
N -1.076191 -0.954097 -0.797407 2.252 2.503 0.784
C -1.719521 0.405263 -1.094305 -4.700 -0.330 -0.568
O -3.052768 0.471845 -1.102977 8.881 0.168 -0.319
H 5.535980 1.629982 0.924763 -1.484 -0.088 0.378
H 4.704927 0.299011 -1.055946 -1.146 0.044 0.416
H 3.347124 -0.635778 0.598727 -0.405 0.834 -1.037
H 3.317508 3.679915 -1.394666 -2.202 -1.393 0.219
H 0.955956 4.939513 -2.360534 0.129 -2.824 1.114
H -1.539592 3.513946 -2.326164 2.262 -0.971 0.861
H -0.823286 -1.537015 -1.628962 -0.838 0.720 0.682
C -5.942642 0.700119 -0.466308 -0.026 0.188 0.080
C -6.972428 -0.018783 -1.319969 0.757 -0.204 0.174
O -8.224051 0.678116 -1.299170 -0.518 0.888 -0.866
C -8.305122 1.762907 -2.110567 0.612 -0.048 0.042
O -7.421948 2.177396 -2.844799 -1.293 -0.536 0.904
O -9.528890 2.322365 -1.944969 0.798 -0.530 -0.130
C -9.716763 3.527153 -2.684237 -0.154 0.429 -0.261
H -6.329091 0.867848 0.544247 -0.030 -0.172 -0.093
H -5.018681 0.118810 -0.401987 -0.354 0.117 -0.005
H -5.702146 1.683994 -0.881252 0.027 -0.227 -0.057
H -7.156804 -1.014798 -0.904203 -0.306 0.260 -0.060
H -6.619299 -0.159137 -2.348151 -0.153 0.228 0.140
H -9.479946 3.385937 -3.743715 0.116 0.025 0.259
H -9.104864 4.326225 -2.254511 0.010 -0.134 -0.198
H -10.768846 3.814613 -2.603361 0.182 -0.290 0.175
C 7.311935 -5.300041 2.250500 0.233 0.249 0.032
C 5.811555 -5.068248 2.284403 0.283 -0.430 -0.376
O 5.473821 -4.074455 3.259581 -0.124 1.040 -0.235
C 5.666539 -2.786968 2.876243 0.216 0.139 -0.021
O 6.086263 -2.416535 1.791114 -0.625 -0.469 1.268
O 5.336529 -1.983552 3.917223 0.213 -1.082 -0.839
C 5.572713 -0.598512 3.673894 -0.031 0.659 -0.125
H 7.689230 -5.529435 3.252360 -0.140 -0.106 -0.125
H 7.561384 -6.125936 1.578613 -0.063 0.062 0.083
H 7.842743 -4.405914 1.908732 -0.156 -0.126 -0.053
H 5.308315 -5.992748 2.585983 -0.056 0.345 0.195
H 5.421356 -4.796412 1.296775 0.113 0.159 0.231
H 5.094633 -0.269536 2.745599 0.239 -0.037 0.202
H 6.649338 -0.404638 3.644039 -0.143 -0.026 -0.138
H 5.140949 -0.029767 4.502244 0.016 -0.373 -0.063
```
Forces are in eV/Å.

2S+1: 1
E_HOMO, eV: -8.8
Molar mass, u: 402.3
F_max, eV/A: 8.89

What is the F_max in the third record? 2.84 eV/A